Record 1
# C24H26Cl3F6N3O6P

A 2-piece molecular cluster, C24H26Cl3F6N3O6P overall (ωB97M-V with the def2-TZVPD basis set, the Open Molecules 2025 dataset).

Geometry as XYZ:
```
69
Properties=species:S:1:pos:R:3:nbo_charge:R:1
C -4.147 1.615 -0.061 -0.642
C -3.853 0.483 -1.134 -0.267
N -3.093 -0.641 -0.510 -0.452
N -1.690 -0.426 -0.502 -0.279
C -1.247 -0.774 0.918 -0.416
P -2.449 -1.670 2.043 2.198
N -2.886 -3.023 1.383 -1.328
O -3.792 -0.719 2.418 -0.955
O -1.669 -1.920 3.500 -0.928
C 0.194 -1.460 0.857 -0.212
C 1.039 -0.880 2.095 -0.531
C 1.430 -2.068 3.064 0.793
O 1.186 -2.052 4.239 -0.528
O 2.138 -3.179 2.559 -0.734
C 0.639 -0.888 -0.602 0.172
O 0.840 0.490 -0.231 -0.544
C 1.280 1.285 -1.295 0.769
O 1.798 0.910 -2.304 -0.503
C 1.131 2.839 -1.099 -0.056
C 2.234 3.464 -0.349 -0.246
C 2.311 4.901 -0.097 -0.192
C 1.197 5.710 -0.648 -0.196
C 0.093 5.084 -1.381 -0.201
C 0.031 3.627 -1.632 -0.246
C 1.889 -1.777 -0.878 0.020
C 3.235 -1.184 -0.673 -0.230
C 4.474 -1.918 -0.851 -0.197
C 4.439 -3.321 -1.270 -0.188
C 3.129 -3.931 -1.473 -0.196
C 1.878 -3.179 -1.283 -0.259
C -0.760 -1.242 -1.338 0.492
F -1.096 -2.557 -1.042 -0.291
C -0.913 -0.995 -2.879 0.580
F -2.226 -1.375 -3.201 -0.317
F -0.860 0.346 -3.224 -0.299
C -0.007 -1.872 -3.836 0.935
F -0.507 -1.645 -5.108 -0.305
F -0.180 -3.216 -3.638 -0.292
F 1.286 -1.502 -3.881 -0.270
H -3.546 1.412 0.862 0.215
H -5.226 1.527 0.241 0.246
H -3.921 2.602 -0.534 0.229
H -4.850 0.046 -1.427 0.247
H -3.366 0.844 -2.080 0.198
H -3.387 -1.489 -0.997 0.420
H -1.626 0.576 -0.768 0.469
H -1.146 0.234 1.405 0.268
H -3.903 -3.056 1.284 0.401
H -3.636 -0.214 3.239 0.498
H -1.666 -1.062 3.980 0.496
H 0.290 -2.557 1.024 0.285
H 0.457 -0.171 2.722 0.247
H 2.032 -0.463 1.755 0.269
H 1.593 -3.983 2.666 0.507
H 3.092 2.850 0.036 0.226
H 3.174 5.357 0.447 0.244
H 1.275 6.811 -0.477 0.237
H -0.691 5.762 -1.784 0.235
H -0.793 3.167 -2.218 0.225
H 3.297 -0.119 -0.328 0.210
H 5.435 -1.376 -0.659 0.237
H 5.414 -3.846 -1.387 0.241
H 3.127 -5.012 -1.764 0.239
H 0.922 -3.725 -1.425 0.235
C 0.293 2.887 4.003 -0.271
Cl 1.414 2.887 2.633 0.030
Cl -0.472 4.466 4.174 0.055
Cl -0.941 1.624 3.814 -0.040
H 0.856 2.680 4.908 0.245
```

Values from the calculation:
Gap between HOMO and LUMO: 9.09 eV
Total charge: +1
Total energy: -3866.59984 Ha
LUMO energy: -0.09744 hartree
HOMO: -11.74 eV
Strongest force on any atom: 4.7 eV/Å
Spin multiplicity: 1

---

Record 2
# C3H4N5O4

An isolated ion of composition C3H4N5O4 and charge +1 (ωB97M-V with the def2-TZVPD basis set, the Open Molecules 2025 dataset).

Geometry as XYZ:
```
16
Properties=species:S:1:pos:R:3:nbo_charge:R:1
N -2.184 1.480 -0.040 -0.436
N -1.221 0.675 -0.251 -0.051
C -1.243 -0.625 -0.006 -0.074
C 0.045 -1.177 -0.040 0.285
N 1.119 -0.376 0.049 -0.526
C 0.923 0.910 0.184 0.409
N 1.964 1.831 -0.047 0.422
O 1.903 2.926 -0.531 -0.239
O 2.888 1.336 0.674 -0.355
N 0.223 -2.642 -0.068 0.535
O -0.804 -3.183 0.185 -0.312
O 1.312 -3.064 -0.305 -0.305
H -2.938 1.315 0.571 0.407
H -2.036 2.513 -0.466 0.442
H -2.113 -1.275 0.046 0.291
H 2.163 -0.644 0.044 0.508
```

Values from the calculation:
Gap between HOMO and LUMO: 7.73 eV
Energy above the lowest of the compared OMol25 structures with the same formula, charge and spin: 77.4 kcal per mole
Total charge: +1
Total energy: -690.80259 Ha
LUMO energy: -0.24346 hartree
HOMO: -14.36 eV
Strongest force on any atom: 4.6 eV/Å
Spin multiplicity: 1

---

Record 3
# C5H7N

One molecule with the formula C5H7N (ωB97M-V with the def2-TZVPD basis set, the Open Molecules 2025 dataset).

Geometry as XYZ:
```
13
Properties=species:S:1:pos:R:3:nbo_charge:R:1
C -0.312 -1.575 -1.098 -0.620
C -0.174 -0.326 -0.286 -0.099
C 0.740 0.729 -0.565 -0.300
C 0.745 1.593 0.494 -0.073
N -0.092 1.078 1.436 -0.506
C -0.663 -0.077 0.967 -0.081
H -1.130 -2.191 -0.723 0.212
H -0.558 -1.361 -2.137 0.213
H 0.604 -2.161 -1.039 0.215
H 1.308 0.824 -1.477 0.216
H 1.412 2.424 0.650 0.211
H -0.434 1.585 2.233 0.407
H -1.447 -0.542 1.546 0.205
```

Values from the calculation:
Gap between HOMO and LUMO: 9.26 eV
Energy above the lowest of the compared OMol25 structures with the same formula, charge and spin: 3.8 kcal per mole
Total energy: -249.46721 Ha
LUMO energy: 0.04010 hartree
HOMO: -8.17 eV
Strongest force on any atom: 0.7 eV/Å
Spin multiplicity: 1